1.
Here is a molecular structure, C57H70F9IN20OS at a distorted geometry from the OMol25 dataset. Energies are from wB97M-V/def2-TZVPD.

CARTESIAN COORDINATES (ANGSTROEM)
1 C 4.148 -1.900 1.602
2 C 3.265 -1.816 0.310
3 C 3.528 -0.466 -0.386
4 O 2.688 -0.198 -1.545
5 C 1.915 -1.272 -1.902
6 C 2.425 -2.328 -2.834
7 C 3.838 -2.279 -3.450
8 F 4.682 -1.415 -2.823
9 F 4.459 -3.508 -3.383
10 C 3.890 -1.872 -5.006
11 F 5.070 -1.179 -5.184
12 F 3.998 -2.956 -5.809
13 C 2.760 -0.899 -5.456
14 F 2.607 0.145 -4.602
15 F 1.583 -1.560 -5.646
16 C 3.092 -0.215 -6.873
17 F 3.416 -1.108 -7.814
18 F 3.958 0.799 -6.769
19 F 1.908 0.367 -7.282
20 C 1.510 -3.374 -3.147
21 I 1.954 -5.004 -4.472
22 C 0.148 -3.397 -2.584
23 N -0.726 -4.422 -2.877
24 S -2.071 -3.930 -2.047
25 N -1.646 -2.525 -1.306
26 C -0.346 -2.345 -1.688
27 C 0.607 -1.288 -1.364
28 C 0.105 -0.154 -0.428
29 C 0.095 -0.493 1.088
30 C -0.617 -1.619 1.613
31 C -0.689 -1.921 3.006
32 C -0.025 -1.109 3.982
33 C 0.705 0.023 3.489
34 C 0.767 0.332 2.078
35 C 1.559 1.622 1.726
36 H 3.757 -2.787 2.171
37 H 4.042 -1.005 2.245
38 H 5.210 -2.140 1.372
39 H 3.592 -2.671 -0.324
40 H 2.223 -1.932 0.672
41 H 3.416 0.413 0.286
42 H 4.591 -0.432 -0.728
43 H 0.613 0.796 -0.677
44 H -0.966 -0.002 -0.716
45 H -1.185 -2.295 0.958
46 H -1.302 -2.806 3.309
47 H -0.134 -1.378 5.043
48 H 1.205 0.649 4.252
49 H 1.221 2.396 2.454
50 H 1.342 2.013 0.715
51 H 2.640 1.484 1.930
52 C -1.116 -1.184 -7.606
53 C -1.945 -2.387 -7.737
54 N -2.595 -3.328 -7.840
55 H -0.960 -0.731 -8.584
56 H -1.605 -0.463 -6.953
57 H -0.153 -1.454 -7.179
58 C 0.741 -1.635 8.665
59 C 0.829 -0.451 7.778
60 N 0.893 0.470 7.085
61 H 0.003 -1.458 9.448
62 H 0.443 -2.509 8.086
63 H 1.712 -1.825 9.126
64 C 2.578 5.654 2.133
65 C 3.259 4.453 2.652
66 N 3.790 3.516 3.058
67 H 2.118 5.433 1.173
68 H 1.806 5.971 2.834
69 H 3.293 6.458 2.005
70 C 4.561 9.838 0.494
71 C 3.744 8.620 0.329
72 N 3.105 7.673 0.189
73 H 4.715 10.310 -0.473
74 H 4.054 10.538 1.153
75 H 5.528 9.582 0.925
76 C 4.725 -6.098 2.856
77 C 4.382 -4.938 3.697
78 N 4.111 -4.033 4.353
79 H 4.848 -6.983 3.480
80 H 3.929 -6.279 2.134
81 H 5.654 -5.906 2.322
82 C 0.349 11.104 -0.773
83 C 1.751 11.559 -0.728
84 N 2.845 11.912 -0.696
85 H -0.232 11.757 -1.418
86 H 0.303 10.088 -1.160
87 H -0.078 11.123 0.230
88 C 0.021 -8.660 -5.778
89 C 1.430 -8.229 -5.765
90 N 2.530 -7.892 -5.752
91 H -0.564 -7.988 -6.406
92 H -0.052 -9.672 -6.174
93 H -0.379 -8.641 -4.766
94 C -1.228 9.044 -4.482
95 C -1.637 10.169 -3.620
96 N -1.954 11.046 -2.948
97 H -1.074 8.152 -3.877
98 H -2.003 8.845 -5.221
99 H -0.300 9.291 -4.996
100 C -4.458 -3.516 0.640
101 C -3.324 -3.764 1.547
102 N -2.429 -3.954 2.245
103 H -4.677 -4.416 0.065
104 H -5.339 -3.239 1.214
105 H -4.210 -2.706 -0.047
106 C -6.513 -7.029 1.657
107 C -6.900 -5.608 1.724
108 N -7.196 -4.498 1.777
109 H -6.304 -7.306 0.624
110 H -5.620 -7.197 2.259
111 H -7.322 -7.650 2.038
112 C -5.701 -3.623 -9.441
113 C -6.540 -4.830 -9.563
114 N -7.195 -5.770 -9.658
115 H -5.562 -3.168 -10.421
116 H -6.183 -2.903 -8.781
117 H -4.727 -3.887 -9.029
118 C -3.535 -1.056 5.982
119 C -2.850 -2.259 6.503
120 N -2.332 -3.196 6.926
121 H -3.989 -1.275 5.017
122 H -4.312 -0.742 6.678
123 H -2.817 -0.245 5.861
124 C -4.467 -7.487 -3.821
125 C -4.632 -6.862 -2.497
126 N -4.761 -6.370 -1.465
127 H -3.407 -7.631 -4.026
128 H -4.968 -8.454 -3.848
129 H -4.894 -6.843 -4.588
130 C 0.603 2.156 11.413
131 C -0.218 0.946 11.232
132 N -0.857 0.000 11.091
133 H 0.803 2.614 10.445
134 H 0.076 2.870 12.044
135 H 1.549 1.893 11.885
136 C 4.479 6.713 5.201
137 C 4.514 7.896 4.320
138 N 4.546 8.821 3.636
139 H 3.775 6.880 6.015
140 H 4.168 5.836 4.635
141 H 5.469 6.534 5.617
142 C -7.071 -3.732 -4.639
143 C -5.877 -4.372 -5.224
144 N -4.946 -4.870 -5.680
145 H -7.495 -3.023 -5.348
146 H -7.817 -4.490 -4.403
147 H -6.797 -3.204 -3.727
148 C 5.319 -1.877 6.779
149 C 4.467 -1.942 7.968
150 N 3.782 -2.017 8.886
151 H 4.873 -1.197 6.054
152 H 6.315 -1.519 7.037
153 H 5.395 -2.869 6.337
154 C -5.396 11.892 -1.716
155 C -5.649 12.477 -0.386
156 N -5.847 12.933 0.651
157 H -4.324 11.769 -1.869
158 H -5.880 10.919 -1.789
159 H -5.794 12.546 -2.490

Values from the calculation:
**HOMO energy**: -8.14 eV
**LUMO energy**: -1.18 eV

2.
Here is a molecular structure, C57H78KN15S3Sb2 at a distorted geometry from the OMol25 dataset. Energies are from wB97M-V/def2-TZVPD.

CARTESIAN COORDINATES (ANGSTROEM)
1 K 0.555 -1.299 -0.035
2 C 4.836 -2.262 -4.309
3 S 5.740 -1.547 -2.921
4 C 4.318 -1.221 -1.851
5 S 3.047 -0.254 -2.424
6 N 4.455 -1.762 -0.684
7 N 3.379 -1.644 0.159
8 C 3.682 -1.522 1.389
9 C 2.682 -1.837 2.429
10 C 2.983 -1.715 3.781
11 C 2.067 -2.164 4.719
12 C 0.883 -2.737 4.287
13 C 0.655 -2.798 2.918
14 N 1.522 -2.358 2.018
15 H 5.576 -2.584 -5.042
16 H 4.172 -1.522 -4.753
17 H 4.259 -3.124 -3.981
18 H 4.706 -1.317 1.703
19 H 3.924 -1.274 4.085
20 H 2.281 -2.069 5.777
21 H 0.146 -3.118 4.980
22 H -0.257 -3.215 2.508
23 C -3.020 -0.096 4.641
24 C -1.844 -0.483 5.554
25 C -0.719 0.547 5.596
26 Sb 0.075 1.257 3.694
27 C 1.595 2.379 4.780
28 C 2.729 1.750 5.292
29 C 3.728 2.472 5.933
30 C 3.608 3.849 6.068
31 C 2.481 4.489 5.568
32 C 1.484 3.759 4.933
33 C -1.251 2.810 3.270
34 C -2.026 3.383 4.269
35 C -2.940 4.410 4.076
36 C -3.018 4.951 2.752
37 C -2.306 4.461 1.717
38 C -1.435 3.223 1.810
39 Sb -2.840 -1.128 2.751
40 C -4.852 -0.700 2.121
41 C -5.514 0.444 2.562
42 C -6.858 0.642 2.264
43 C -7.553 -0.305 1.527
44 C -6.892 -1.433 1.056
45 C -5.547 -1.626 1.342
46 C -3.477 -3.007 3.627
47 C -2.810 -4.200 3.360
48 C -3.212 -5.396 3.944
49 C -4.300 -5.419 4.803
50 C -4.994 -4.243 5.058
51 C -4.586 -3.054 4.471
52 H -3.024 0.980 4.451
53 H -3.981 -0.367 5.078
54 H -1.423 -1.450 5.251
55 H -2.219 -0.645 6.572
56 H 0.151 0.144 6.124
57 H -1.039 1.435 6.145
58 H 2.844 0.676 5.176
59 H 4.606 1.963 6.318
60 H 4.391 4.420 6.554
61 H 2.383 5.565 5.665
62 H 0.603 4.256 4.536
63 H -1.902 3.024 5.290
64 H -3.493 4.839 4.900
65 H -3.664 5.808 2.570
66 H -2.404 4.913 0.733
67 H -0.457 3.458 1.356
68 H -4.988 1.196 3.141
69 H -7.356 1.540 2.610
70 H -8.603 -0.156 1.302
71 H -7.423 -2.165 0.458
72 H -5.032 -2.501 0.957
73 H -1.998 -4.218 2.644
74 H -2.682 -6.312 3.710
75 H -4.619 -6.350 5.258
76 H -5.860 -4.252 5.710
77 H -5.155 -2.150 4.663
78 C -2.020 2.107 0.927
79 H -2.985 1.777 1.325
80 H -2.190 2.468 -0.095
81 H -1.343 1.242 0.888
82 C 1.776 3.160 -0.561
83 N 2.564 4.285 -1.091
84 C 3.917 3.790 -1.374
85 N 4.578 3.245 -0.183
86 C 3.737 2.147 0.321
87 N 2.381 2.597 0.648
88 C 2.496 3.647 1.661
89 N 3.290 4.792 1.185
90 C 2.660 5.298 -0.038
91 C 4.620 4.294 0.834
92 H 1.706 2.381 -1.322
93 H 0.769 3.511 -0.325
94 H 4.518 4.617 -1.764
95 H 3.857 3.003 -2.129
96 H 4.196 1.735 1.225
97 H 3.683 1.370 -0.438
98 H 2.968 3.233 2.554
99 H 1.498 4.001 1.933
100 H 3.250 6.141 -0.413
101 H 1.655 5.652 0.204
102 H 5.092 3.895 1.735
103 H 5.223 5.128 0.460
104 C -0.025 -0.070 -3.782
105 N -0.384 -0.417 -5.166
106 C 0.566 0.268 -6.045
107 N 0.547 1.727 -5.873
108 C 0.863 2.014 -4.462
109 N -0.083 1.377 -3.545
110 C -1.429 1.856 -3.859
111 N -1.806 1.562 -5.253
112 C -1.723 0.108 -5.434
113 C -0.819 2.187 -6.132
114 H 0.991 -0.401 -3.590
115 H -0.701 -0.589 -3.098
116 H 0.317 0.036 -7.086
117 H 1.571 -0.098 -5.828
118 H 0.836 3.096 -4.306
119 H 1.870 1.651 -4.248
120 H -1.463 2.938 -3.706
121 H -2.144 1.376 -3.190
122 H -2.001 -0.136 -6.464
123 H -2.430 -0.369 -4.751
124 H -0.858 3.270 -5.991
125 H -1.075 1.958 -7.171
126 C -5.751 -0.803 -2.873
127 C -5.570 0.668 -2.479
128 C -6.906 1.255 -2.034
129 C -5.040 1.463 -3.666
130 N -4.655 0.830 -1.340
131 N -3.395 0.202 -1.571
132 H -6.464 -0.899 -3.697
133 H -6.120 -1.388 -2.027
134 H -4.804 -1.239 -3.193
135 H -7.623 1.234 -2.857
136 H -6.770 2.289 -1.709
137 H -7.323 0.688 -1.201
138 H -5.782 1.485 -4.469
139 H -4.126 1.028 -4.066
140 H -4.821 2.489 -3.362
141 H -5.095 0.445 -0.507
142 H -3.413 -0.796 -1.354
143 H -2.723 0.626 -0.939
144 C -0.217 -7.277 -1.405
145 C -1.422 -6.380 -1.463
146 C -2.580 -6.750 -2.136
147 C -3.616 -5.830 -2.103
148 N -3.535 -4.656 -1.503
149 C -2.360 -4.357 -0.898
150 S -2.198 -2.816 -0.130
151 N -1.313 -5.212 -0.847
152 H -0.467 -8.307 -1.660
153 H 0.220 -7.239 -0.408
154 H 0.541 -6.921 -2.105
155 H -2.672 -7.700 -2.646
156 H -4.566 -6.054 -2.584

Values from the calculation:
**Charge**: -2
**HOMO energy**: -0.78 eV
**LUMO energy**: 3.68 eV

Among the records above, which one has the lowest LUMO energy? C57H70F9IN20OS

Number 2 is which compound? C57H78KN15S3Sb2